ORCA calculation (ωB97M-V with the def2-TZVPD basis set) on a molecular structure, C23H36CoN6O7P2.

Geometry as ORCA input:
```
! wB97M-V def2-TZVPD RIJCOSX def2/J DEFGRID3
* xyz -1 5
Co 0.106 1.147 -1.026
O 0.162 4.839 0.596
C 0.050 3.817 -0.070
O 0.896 2.881 -0.226
C -1.267 3.608 -0.821
C -2.374 4.425 -0.654
C -3.530 4.121 -1.366
C -3.541 3.052 -2.251
C -2.386 2.288 -2.368
N -1.299 2.564 -1.645
C -2.362 1.195 -3.425
O -3.325 1.132 -4.174
O -1.349 0.376 -3.611
H -2.301 5.256 0.031
H -4.422 4.722 -1.242
H -4.398 2.802 -2.855
C 3.459 -2.294 2.272
N 2.718 -1.863 1.109
C 1.827 -2.882 0.573
P 2.174 -0.279 1.059
O 1.674 -0.008 -0.329
O 0.025 -1.123 1.844
P -1.157 -0.204 1.693
O -1.274 0.600 0.413
N -2.525 -1.134 1.967
C -3.813 -0.502 1.797
C -2.520 -2.537 1.611
N -1.261 0.914 2.946
C -0.889 0.401 4.248
C -0.753 2.253 2.698
N 3.532 0.678 1.390
C 4.074 1.496 0.311
C 3.576 1.340 2.678
H 4.042 -3.181 2.013
H 2.800 -2.550 3.110
H 4.152 -1.515 2.584
H 2.435 -3.683 0.143
H 1.206 -2.458 -0.209
H 1.177 -3.287 1.352
H -3.728 0.570 1.968
H -4.536 -0.908 2.514
H -4.209 -0.661 0.785
H -1.502 -2.918 1.635
H -2.937 -2.701 0.611
H -3.127 -3.107 2.327
H -1.335 -0.582 4.400
H -1.260 1.077 5.022
H 0.200 0.301 4.358
H -1.221 2.669 1.809
H 0.336 2.289 2.556
H -1.009 2.889 3.551
H 3.960 0.976 -0.637
H 5.138 1.670 0.497
H 3.550 2.453 0.234
H 3.038 0.755 3.425
H 3.124 2.338 2.639
H 4.614 1.446 3.007
C -2.138 -1.922 -2.171
C -0.738 -2.206 -2.633
C -0.309 -3.518 -2.762
C 0.997 -3.813 -3.125
C 1.883 -2.779 -3.366
C 1.487 -1.450 -3.264
C 2.479 -0.361 -3.547
C 0.165 -1.155 -2.893
N -0.193 0.192 -2.711
H -2.580 -2.822 -1.745
H -2.774 -1.588 -2.992
H -2.134 -1.134 -1.412
H -1.006 -4.320 -2.548
H 1.320 -4.843 -3.215
H 2.905 -2.997 -3.654
H 3.164 -0.662 -4.342
H 3.064 -0.144 -2.652
H 1.969 0.556 -3.834
*
```

The value obtained for the gap between HOMO and LUMO (alpha / beta) is 0.2681 / 0.2584 Eh. For the energy above the lowest of the compared OMol25 structures with the same formula, charge and spin, the calculation gives 93.32 kJ/mol.

Taken from the Löwdin analysis, the atomic charges in e are: Co 0.702; O 0.025; C -0.636; O -0.079; C -0.170; C 0.013; C -0.040; C 0.007; C -0.134; N 0.107; C -0.444; O 0.063; O 0.004; H 0.116; H 0.103; H 0.114; C -0.134; N -0.330; C -0.125; P 0.802; O -0.364; O -0.365; P 0.365; O -0.320; N -0.303; C -0.129; C -0.118; N -0.298; C -0.139; C -0.105; N -0.352; C -0.114; C -0.153; H 0.079; H 0.083; H 0.063; H 0.085; H 0.063; H 0.071; H 0.072; H 0.076; H 0.079; H 0.065; H 0.063; H 0.077; H 0.073; H 0.074; H 0.072; H 0.061; H 0.080; H 0.085; H 0.063; H 0.078; H 0.078; H 0.063; H 0.081; H 0.076; C -0.034; C -0.199; C -0.072; C -0.113; C -0.073; C -0.218; C -0.050; C -0.224; N -0.050; H 0.065; H 0.081; H 0.067; H 0.100; H 0.089; H 0.102; H 0.072; H 0.060; H 0.070